{"formula": "C36H33Cl2CrN5O5S", "method": "ωB97M-V/def2-TZVPD", "lumo_energy_ha": [-0.236, -0.218], "gap_ev": [2.57, 3.04], "total_charge": 1, "multiplicity": 4, "elements": ["Cr", "Cl", "C", "C", "C", "Cl", "C", "O", "C", "C", "O", "C", "H", "H", "H", "C", "C", "C", "C", "C", "C", "C", "C", "N", "C", "C", "C", "C", "N", "C", "C", "C", "C", "C", "C", "C", "C", "H", "H", "H", "H", "H", "H", "H", "H", "H", "H", "H", "H", "H", "H", "H", "H", "H", "H", "H", "H", "H", "H", "H", "H", "O", "S", "O", "O", "C", "N", "C", "C", "C", "N", "C", "C", "C", "N", "C", "C", "H", "H", "H", "H", "H", "H"], "positions_angstrom": [[-11.6093, 12.9777, 10.4914], [-7.0147, 12.0328, 16.0834], [-8.2843, 12.4160, 14.9607], [-9.4165, 13.1708, 15.3808], [-10.3167, 13.6196, 14.4371], [-11.6939, 14.5061, 14.8754], [-10.2848, 13.2393, 13.0668], [-11.1992, 13.6751, 12.2871], [-9.0492, 12.5064, 12.6101], [-8.7555, 12.3107, 11.2973], [-9.5746, 12.2118, 10.2711], [-8.0616, 12.2083, 13.5797], [-9.5806, 13.4172, 16.4379], [-7.6209, 12.1055, 11.1610], [-7.1317, 11.6940, 13.2671], [-9.6705, 10.9404, 7.3823], [-11.1350, 10.5412, 7.3274], [-11.4855, 9.2497, 6.8820], [-12.7985, 8.8993, 6.6211], [-13.8208, 9.8474, 6.8065], [-13.5458, 11.1123, 7.3688], [-14.7424, 11.9660, 7.6847], [-12.2074, 11.4258, 7.6865], [-11.8732, 12.6271, 8.3734], [-11.9252, 13.7271, 7.6231], [-11.8168, 13.6824, 6.1197], [-11.9795, 15.0272, 8.3406], [-11.7779, 16.2327, 7.4590], [-11.9389, 14.9978, 9.6557], [-12.0098, 16.1238, 10.5015], [-10.7632, 16.8588, 10.8024], [-9.4880, 16.4937, 10.1068], [-10.7717, 17.8538, 11.7930], [-12.0307, 18.1615, 12.3542], [-13.1783, 17.5059, 12.0410], [-13.2559, 16.5764, 10.9638], [-14.6660, 16.0887, 10.5277], [-9.1323, 10.5823, 8.3131], [-9.5630, 12.0683, 7.3876], [-9.1098, 10.4922, 6.5510], [-10.6734, 8.4907, 6.7190], [-13.0352, 7.8742, 6.3203], [-14.8600, 9.5382, 6.6003], [-15.5504, 11.3787, 8.2277], [-15.2751, 12.1369, 6.7436], [-14.4883, 12.9075, 8.1920], [-12.1228, 12.7028, 5.8454], [-10.7351, 13.8386, 5.9030], [-12.4270, 14.3991, 5.6083], [-12.1019, 17.1231, 7.9813], [-12.4816, 16.1011, 6.6295], [-10.7171, 16.3368, 7.2030], [-9.4880, 15.3982, 9.8349], [-8.5895, 16.6513, 10.7661], [-9.3542, 17.0424, 9.1678], [-9.8280, 18.3711, 12.0309], [-11.9999, 18.9209, 13.1210], [-14.1124, 17.8011, 12.5774], [-14.5174, 15.7042, 9.4946], [-15.4470, 16.8692, 10.4630], [-15.1123, 15.2485, 11.1448], [-17.1798, 3.8858, 10.6586], [-16.2638, 4.9782, 10.7771], [-15.8464, 5.5702, 9.4839], [-15.2529, 4.7044, 11.7678], [-16.6037, 6.6346, 11.3408], [-17.7384, 6.8603, 11.9723], [-17.8852, 8.0898, 12.5719], [-16.8417, 8.9660, 12.6531], [-15.7099, 8.6550, 11.8631], [-15.5801, 7.5228, 11.2185], [-14.5781, 9.5716, 11.7527], [-14.4664, 10.7845, 12.3858], [-13.4040, 11.6142, 11.9982], [-12.4102, 11.2236, 11.1700], [-12.5017, 9.9599, 10.5459], [-13.6057, 9.2013, 10.7746], [-18.8268, 8.2807, 13.1223], [-16.8522, 9.8702, 13.2625], [-15.1267, 11.1666, 13.0989], [-13.3074, 12.5899, 12.5032], [-11.6249, 9.5622, 9.9538], [-13.7197, 8.2327, 10.2430]], "forces_ev_per_a": [[1.877, -0.932, -0.034], [-0.496, -0.044, -0.174], [0.352, 0.684, -1.704], [0.494, -0.386, -0.318], [-0.089, -0.976, -0.429], [-0.602, 0.598, 0.595], [2.717, -0.840, 0.235], [-0.738, -0.477, -2.037], [-2.364, 2.076, 2.757], [0.377, -1.610, -3.309], [0.149, 1.683, 2.380], [0.227, -0.570, 1.851], [0.204, -0.122, -0.517], [-1.926, 0.150, -0.605], [-0.640, 0.452, 0.228], [0.481, 0.612, 1.147], [-0.835, -0.374, 0.202], [1.181, 0.077, -0.099], [-0.763, 0.324, 0.285], [0.571, -0.524, 0.172], [0.038, -0.972, 0.387], [-0.980, -0.552, 0.094], [1.133, -2.146, -0.692], [-1.150, 3.052, -1.036], [0.282, -2.154, 1.258], [0.508, 0.056, 1.251], [1.916, 0.713, 1.760], [-1.517, -0.103, 0.965], [-0.436, -1.597, -2.340], [0.976, 2.665, 0.123], [-1.306, -0.724, 0.713], [0.802, -1.360, 0.212], [-0.991, -0.911, -1.487], [2.029, 0.374, 0.918], [-1.574, 0.224, -0.807], [-0.399, -0.087, 1.780], [0.795, -1.077, -0.543], [-0.800, 0.375, -0.876], [0.053, -1.306, -0.167], [-0.319, 0.340, 0.073], [-0.842, 0.934, 0.074], [0.002, 0.473, -0.005], [0.607, 0.382, 0.136], [1.285, 0.726, -0.042], [0.241, 0.591, -0.007], [-0.389, -0.281, -0.139], [0.052, -0.730, -0.689], [-0.668, -0.035, -0.131], [-0.128, 0.410, -0.208], [0.149, 0.304, 0.222], [0.732, 0.345, -0.228], [-0.312, -0.224, -0.318], [0.128, 0.956, 0.223], [-0.913, 0.020, -0.719], [0.062, 0.049, 0.211], [-0.765, -0.187, 0.004], [-0.414, 0.048, 0.176], [0.804, -0.290, -0.692], [-0.522, 0.037, 0.515], [0.784, -0.107, 0.239], [0.767, 0.898, -0.523], [-1.359, 0.667, 0.154], [2.068, 0.775, -2.185], [0.207, -1.398, -0.053], [1.111, -0.137, 0.453], [-1.102, -0.001, 1.386], [-0.716, 2.090, 0.548], [-0.309, -1.606, 0.374], [0.737, 0.683, -0.431], [-1.018, -0.465, 1.145], [-0.602, -0.401, -0.027], [0.344, -0.496, -1.667], [1.877, 0.657, -1.307], [0.019, -0.684, 0.681], [-0.374, -0.149, -0.961], [0.988, 1.165, 0.607], [0.144, -0.765, 0.109], [0.560, -0.248, -0.552], [-0.311, -0.252, -0.238], [-1.022, 0.280, 0.927], [0.107, -0.331, -0.449], [-1.204, 0.994, 0.568], [-0.041, 0.692, 0.610]], "mulliken_charge": [0.66, -0.18, -0.04, -0.38, 0.50, -0.19, 0.09, -0.20, 0.98, -0.50, -0.10, -1.14, 0.45, 0.23, 0.33, -1.36, 0.97, -0.71, -0.86, -0.79, 2.55, -1.78, -1.64, 0.95, 0.33, -1.94, 0.88, -1.99, 0.84, -0.53, 1.43, -1.36, -0.86, -0.64, -0.97, 0.94, -1.24, 0.18, 0.10, 0.54, 0.40, 0.45, 0.44, 0.43, 0.53, -0.01, 0.37, 0.35, 0.60, 0.45, 0.57, 0.30, -0.08, 0.44, 0.28, 0.48, 0.42, 0.43, 0.21, 0.46, 0.25, -0.63, 1.16, -0.69, -0.67, 0.22, -0.51, -0.44, -0.68, 0.46, -0.19, 0.99, -1.32, -0.02, 0.43, -0.77, -0.38, 0.38, 0.31, 0.45, 0.43, 0.47, 0.67]}